# 1
C20H28AuN6P2S2 | the ωB97M-V functional and the def2-TZVPD basis

Element x y z (Å)
1 Au -0.270 0.003 -0.062
2 S -0.654 1.867 1.580
3 C -2.017 2.624 0.883
4 C -2.663 3.586 1.694
5 N -3.179 4.346 2.378
6 C -2.514 2.381 -0.390
7 S -1.845 1.302 -1.530
8 C -3.654 3.103 -0.808
9 N -4.583 3.674 -1.155
10 C -1.499 -3.058 -1.885
11 P -0.083 -1.960 -1.522
12 C 0.537 -1.727 -3.225
13 C 1.084 -2.988 -0.570
14 C 1.976 -3.858 -1.188
15 C 2.922 -4.547 -0.446
16 C 2.988 -4.375 0.927
17 C 2.088 -3.536 1.561
18 C 1.125 -2.848 0.829
19 P 0.010 -1.680 1.656
20 C -1.568 -2.579 1.842
21 C 0.510 -1.483 3.395
22 H -1.171 -3.853 -2.561
23 H -2.261 -2.448 -2.374
24 H -1.910 -3.506 -0.985
25 H 0.906 -2.664 -3.637
26 H 1.312 -0.969 -3.285
27 H -0.320 -1.386 -3.809
28 H 1.951 -3.989 -2.260
29 H 3.620 -5.202 -0.943
30 H 3.738 -4.892 1.506
31 H 2.140 -3.409 2.632
32 H -1.393 -3.559 2.292
33 H -2.042 -2.699 0.871
34 H -2.227 -1.986 2.480
35 H 0.457 -2.431 3.930
36 H -0.206 -0.783 3.833
37 H 1.505 -1.050 3.481
38 C 2.202 1.739 -1.140
39 N 3.539 2.257 -1.282
40 C 4.028 2.683 0.024
41 N 4.047 1.557 0.955
42 C 2.708 1.031 1.089
43 N 2.157 0.591 -0.209
44 C 3.090 -0.434 -0.719
45 N 4.432 0.070 -0.884
46 C 4.404 1.205 -1.800
47 C 4.924 0.528 0.412
48 H 1.835 1.404 -2.115
49 H 1.540 2.522 -0.762
50 H 3.379 3.469 0.418
51 H 5.040 3.077 -0.081
52 H 2.057 1.799 1.515
53 H 2.725 0.168 1.765
54 H 2.728 -0.803 -1.682
55 H 3.119 -1.266 -0.011
56 H 4.022 0.872 -2.769
57 H 5.415 1.590 -1.928
58 H 5.928 0.937 0.287
59 H 4.966 -0.318 1.104

Cartesian forces (eV/Å) of the 3 atoms listed first:
-0.458 0.089 -0.043
-0.596 0.143 -0.394
1.062 -0.635 0.418

Summary:
LUMO (spin up / spin down): -3.3 / -5.7 eV
Expectation value of S²: 2.03
F_max: 0.025 Eh/bohr
M: 675.5 g mol⁻¹
Spin multiplicity: 3
ΔE to the lowest compared entry with this formula, charge and spin: 0.0 kcal/mol
Calculated total energy: -74068.57292 eV
Total charge: +1

***

# 2
C20H28B2F8NO8 | the ωB97M-V functional and the def2-TZVPD basis

Element x y z (Å)
1 C -2.142 3.411 0.662
2 C -0.923 2.435 0.205
3 O -0.155 3.082 -0.851
4 B 0.836 2.227 -1.428
5 O 1.529 2.481 -2.666
6 C 1.199 0.825 -0.641
7 C 2.070 0.901 0.643
8 C 2.671 2.291 1.209
9 C 3.853 2.834 0.228
10 C 3.489 4.274 -0.440
11 O 5.142 2.887 0.891
12 C 2.344 -0.458 1.375
13 C 3.231 -0.510 2.705
14 O 2.683 -0.710 3.806
15 O 4.660 -0.336 2.624
16 O 5.036 0.571 3.571
17 C 1.723 -1.754 0.786
18 C 1.848 -3.219 1.411
19 C 0.330 -3.757 1.630
20 O -0.591 -2.694 1.985
21 C -1.944 -3.034 1.542
22 C -2.961 -1.827 1.764
23 F -2.695 -0.768 0.823
24 F -2.633 -1.258 3.050
25 C -4.505 -2.236 1.848
26 F -4.566 -3.420 2.671
27 F -5.235 -1.250 2.587
28 C -5.189 -2.631 0.459
29 F -6.471 -3.179 0.731
30 F -4.438 -3.664 -0.212
31 C -5.362 -1.443 -0.600
32 F -5.595 -0.167 -0.036
33 F -4.283 -1.413 -1.564
34 C 0.884 -1.642 -0.538
35 N 0.643 -0.385 -1.197
36 B -0.218 -0.373 -2.472
37 O -1.650 -0.246 -2.370
38 C 0.606 -0.520 -3.876
39 C -0.077 0.411 -5.020
40 H -3.086 3.226 0.048
41 H -1.833 4.512 0.706
42 H -2.391 3.083 1.744
43 H -0.297 2.275 1.165
44 H -1.433 1.453 -0.124
45 H 0.907 2.850 -3.339
46 H 3.156 2.159 2.240
47 H 1.850 3.091 1.338
48 H 3.937 2.030 -0.602
49 H 3.204 4.029 -1.535
50 H 2.624 4.804 0.100
51 H 4.411 4.952 -0.450
52 H 5.847 2.907 0.201
53 H 5.361 1.391 3.123
54 H 2.462 -3.244 2.375
55 H 2.294 -3.899 0.591
56 H -0.004 -4.236 0.633
57 H 0.341 -4.513 2.491
58 H -1.929 -3.263 0.410
59 H -2.215 -4.002 2.081
60 H -6.300 -1.695 -1.226
61 H 0.426 -2.585 -0.982
62 H -2.003 -1.146 -2.577
63 H 0.560 -1.639 -4.155
64 H 1.712 -0.214 -3.761
65 H -1.161 0.687 -4.726
66 H 0.502 1.393 -5.039
67 H -0.085 -0.140 -6.023

Cartesian forces (eV/Å) of the 3 atoms listed first:
0.389 -0.882 0.732
-2.176 0.781 1.806
1.838 -2.710 -1.031

Summary:
LUMO: -4.5 eV
F_max: 0.095 Eh/bohr
M: 584.1 g mol⁻¹
SMILES string: CCOB(O)c1c(C[C@@H](C)O)c(C(=O)OO)c(CCOCC(F)(F)C(F)(F)C(F)(F)C(F)F)c[n+]1B(O)CC
Calculated total energy: -62143.80896 eV
Total charge: +1

***

# 3
C20H28BrClDyN2O2 | the ωB97M-V functional and the def2-TZVPD basis

Element x y z (Å)
1 Dy 0.431 -0.005 1.156
2 Cl -0.261 0.031 3.569
3 N 0.066 2.244 0.931
4 N -0.003 -2.242 0.954
5 C -0.326 3.033 -0.054
6 C -0.384 -3.033 -0.034
7 C 1.084 3.013 1.738
8 C 1.499 4.179 0.778
9 C 2.303 2.207 2.193
10 C 0.322 3.477 2.971
11 H 2.842 1.768 1.340
12 H 2.050 1.373 2.884
13 H 3.025 2.863 2.743
14 H -0.565 4.015 2.601
15 H 0.956 4.109 3.634
16 H -0.028 2.566 3.492
17 C 0.980 -3.026 1.795
18 C 1.385 -4.218 0.863
19 C 0.180 -3.449 3.019
20 C 2.213 -2.248 2.260
21 H 2.771 -1.825 1.411
22 H 2.912 -2.921 2.817
23 H 1.973 -1.406 2.946
24 H -0.714 -3.968 2.638
25 H -0.154 -2.522 3.519
26 H 0.782 -4.089 3.704
27 O 0.309 -4.188 -0.190
28 H 1.419 -5.226 1.342
29 H 2.313 -3.948 0.312
30 O 0.391 4.168 -0.245
31 H 2.401 3.872 0.206
32 H 1.577 5.193 1.239
33 C -1.394 2.575 -0.961
34 C -1.413 -2.566 -0.981
35 C -1.336 -1.204 -1.696
36 H -2.341 -2.467 -0.384
37 H -1.539 -3.394 -1.716
38 C -1.448 0.007 -0.797
39 C -1.334 1.221 -1.690
40 H -1.959 0.017 0.317
41 C -1.431 1.216 -3.142
42 C -1.512 0.016 -3.891
43 C -1.656 2.519 -3.919
44 C -1.434 -1.188 -3.150
45 H -1.713 0.020 -4.999
46 C -1.664 -2.485 -3.937
47 H -1.745 -2.254 -5.015
48 H -2.604 -2.976 -3.618
49 H -0.831 -3.190 -3.773
50 H -2.597 3.008 -3.600
51 H -1.733 2.295 -4.999
52 H -0.823 3.221 -3.746
53 H -1.557 3.411 -1.681
54 H -2.295 2.463 -0.327
55 Br 2.609 -0.060 -0.827

Cartesian forces (eV/Å) of the 3 atoms listed first:
0.956 -0.013 -1.882
-0.588 0.030 1.706
0.061 3.569 -1.074

Summary:
LUMO (spin up / spin down): 2.7 / 2.7 eV
Expectation value of S²: 9.65
F_max: 0.075 Eh/bohr
M: 606.3 g mol⁻¹
Spin multiplicity: 6
Calculated total energy: -134919.99585 eV
Total charge: -1

***

# 4
C20H28ClIN5O4RbSSe2 | the ωB97M-V functional and the def2-TZVPD basis

Element x y z (Å)
1 Rb 0.070 -0.957 -0.868
2 N 2.823 1.720 -1.107
3 C 3.555 1.720 -2.385
4 C 3.469 0.365 -3.128
5 O 4.042 0.288 -4.245
6 N 2.860 -0.556 -2.419
7 C 2.838 -1.917 -2.934
8 C 1.710 -2.631 -2.178
9 O 1.883 -2.837 -0.949
10 O 0.616 -2.811 -2.780
11 H 1.905 2.124 -1.263
12 H 2.660 0.709 -0.991
13 H 3.228 2.531 -3.041
14 H 4.624 1.884 -2.204
15 H 2.654 -1.963 -4.011
16 H 3.781 -2.442 -2.723
17 Cl -5.472 4.009 -3.434
18 C -4.578 2.862 -2.452
19 C -5.184 2.285 -1.379
20 C -4.500 1.367 -0.567
21 I -5.492 0.526 1.050
22 C -3.169 0.986 -0.788
23 O -2.517 0.172 -0.068
24 C -2.543 1.618 -1.965
25 N -1.267 1.257 -2.233
26 C -0.654 1.750 -3.279
27 C -1.259 2.683 -4.145
28 C -2.541 3.076 -3.889
29 C -3.235 2.538 -2.782
30 H -6.212 2.535 -1.148
31 H 0.358 1.398 -3.467
32 H -0.706 3.072 -4.989
33 H -3.044 3.790 -4.527
34 C 2.323 -1.842 4.029
35 Se 0.984 -0.681 3.245
36 C 1.489 0.962 4.164
37 C 2.846 1.546 3.790
38 Se 3.015 2.006 1.899
39 C 4.099 0.457 1.432
40 H 2.168 -1.956 5.100
41 H 3.326 -1.467 3.831
42 H 2.218 -2.810 3.544
43 H 1.424 0.782 5.241
44 H 0.696 1.663 3.899
45 H 3.650 0.853 4.041
46 H 3.018 2.454 4.374
47 H 5.019 0.471 2.015
48 H 4.325 0.528 0.374
49 H 3.534 -0.455 1.614
50 C -2.362 -3.960 -0.151
51 N -2.660 -2.772 0.627
52 C -2.488 -2.656 1.962
53 S -2.390 -3.989 3.004
54 N -2.457 -1.378 2.386
55 C -2.562 -0.966 3.763
56 H -3.143 -4.113 -0.897
57 H -2.336 -4.815 0.518
58 H -1.398 -3.875 -0.661
59 H -2.682 -1.896 0.114
60 H -2.612 -0.663 1.674
61 H -2.260 -1.787 4.407
62 H -3.588 -0.676 4.013
63 H -1.901 -0.117 3.941

Cartesian forces (eV/Å) of the 3 atoms listed first:
-0.412 0.711 0.597
0.086 0.237 -0.263
-0.026 -0.140 0.015

Summary:
LUMO: 3.6 eV
F_max: 0.020 Eh/bohr
M: 840.3 g mol⁻¹
ΔE to the lowest compared entry with this formula, charge and spin: 16.7 kcal/mol
Calculated total energy: -199645.03837 eV
Total charge: -2

***

- Which formula does entry 3 have?
  C20H28BrClDyN2O2

***

- Among the records above, which one has the highest F_max?
  C20H28B2F8NO8

***

- Which value of total charge does entry 4 give?
  -2

***

Copy entry 1 word for word.
C20H28AuN6P2S2 | the ωB97M-V functional and the def2-TZVPD basis

Element x y z (Å)
1 Au -0.270 0.003 -0.062
2 S -0.654 1.867 1.580
3 C -2.017 2.624 0.883
4 C -2.663 3.586 1.694
5 N -3.179 4.346 2.378
6 C -2.514 2.381 -0.390
7 S -1.845 1.302 -1.530
8 C -3.654 3.103 -0.808
9 N -4.583 3.674 -1.155
10 C -1.499 -3.058 -1.885
11 P -0.083 -1.960 -1.522
12 C 0.537 -1.727 -3.225
13 C 1.084 -2.988 -0.570
14 C 1.976 -3.858 -1.188
15 C 2.922 -4.547 -0.446
16 C 2.988 -4.375 0.927
17 C 2.088 -3.536 1.561
18 C 1.125 -2.848 0.829
19 P 0.010 -1.680 1.656
20 C -1.568 -2.579 1.842
21 C 0.510 -1.483 3.395
22 H -1.171 -3.853 -2.561
23 H -2.261 -2.448 -2.374
24 H -1.910 -3.506 -0.985
25 H 0.906 -2.664 -3.637
26 H 1.312 -0.969 -3.285
27 H -0.320 -1.386 -3.809
28 H 1.951 -3.989 -2.260
29 H 3.620 -5.202 -0.943
30 H 3.738 -4.892 1.506
31 H 2.140 -3.409 2.632
32 H -1.393 -3.559 2.292
33 H -2.042 -2.699 0.871
34 H -2.227 -1.986 2.480
35 H 0.457 -2.431 3.930
36 H -0.206 -0.783 3.833
37 H 1.505 -1.050 3.481
38 C 2.202 1.739 -1.140
39 N 3.539 2.257 -1.282
40 C 4.028 2.683 0.024
41 N 4.047 1.557 0.955
42 C 2.708 1.031 1.089
43 N 2.157 0.591 -0.209
44 C 3.090 -0.434 -0.719
45 N 4.432 0.070 -0.884
46 C 4.404 1.205 -1.800
47 C 4.924 0.528 0.412
48 H 1.835 1.404 -2.115
49 H 1.540 2.522 -0.762
50 H 3.379 3.469 0.418
51 H 5.040 3.077 -0.081
52 H 2.057 1.799 1.515
53 H 2.725 0.168 1.765
54 H 2.728 -0.803 -1.682
55 H 3.119 -1.266 -0.011
56 H 4.022 0.872 -2.769
57 H 5.415 1.590 -1.928
58 H 5.928 0.937 0.287
59 H 4.966 -0.318 1.104

Cartesian forces (eV/Å) of the 3 atoms listed first:
-0.458 0.089 -0.043
-0.596 0.143 -0.394
1.062 -0.635 0.418

Summary:
LUMO (spin up / spin down): -3.3 / -5.7 eV
Expectation value of S²: 2.03
F_max: 0.025 Eh/bohr
M: 675.5 g mol⁻¹
Spin multiplicity: 3
ΔE to the lowest compared entry with this formula, charge and spin: 0.0 kcal/mol
Calculated total energy: -74068.57292 eV
Total charge: +1